1.
ORCA calculation (wB97M-V/def2-TZVPD) on 2 unconnected molecules or ions with the total composition C7H14N4O.

Calculated values
DFT total energy: -15491.542 eV
SMILES: C[C@@H]1O[C@H]1C#N.CNC(=N)NC
Relative energy (zero: lowest compared OMol25 entry of this formula, charge and spin): 289.7 kJ/mol
Gap between HOMO and LUMO: 0.34613 Eh

```
26
Properties=species:S:1:pos:R:3:lowdin_charge:R:1
C 3.035 1.379 2.627 -0.034
C 2.616 1.870 1.269 -0.295
O 1.560 2.830 1.235 0.006
C 1.294 1.535 0.715 -0.248
C 1.106 1.449 -0.729 -0.155
N 0.968 1.371 -1.879 0.143
H 2.158 1.202 3.259 0.088
H 3.600 0.454 2.530 0.082
H 3.665 2.124 3.119 0.082
H 3.424 2.071 0.551 0.154
H 0.594 0.918 1.296 0.126
C -2.857 -0.379 -2.839 -0.109
N -2.630 -1.179 -1.659 -0.029
C -1.462 -1.073 -0.920 -0.514
N -0.483 -0.314 -1.152 0.105
N -1.428 -1.914 0.169 -0.030
C -0.276 -1.923 1.041 -0.107
H -3.845 -0.639 -3.249 0.084
H -2.094 -0.574 -3.611 0.087
H -2.840 0.701 -2.606 0.088
H -3.347 -1.831 -1.367 0.121
H -0.648 0.236 -1.984 0.012
H -2.198 -2.529 0.363 0.117
H -0.108 -0.930 1.483 0.052
H 0.636 -2.191 0.485 0.085
H -0.439 -2.663 1.852 0.088
```



2.
ORCA calculation (wB97M-V/def2-TZVPD) on a single C6H10 molecule.

Calculated values
DFT total energy: -6379.857 eV
Relative energy (zero: lowest compared OMol25 entry of this formula, charge and spin): 386.1 kJ/mol
Gap between HOMO and LUMO: 0.32114 Eh

```
16
Properties=species:S:1:pos:R:3:lowdin_charge:R:1
C -0.932 -0.974 2.104 -0.164
C -0.443 -0.944 0.715 -0.008
C -0.847 0.283 0.005 -0.247
C 0.066 0.749 -1.112 -0.318
C 1.540 0.826 -0.827 -0.132
C 1.008 -0.214 -1.772 -0.138
H -1.149 -1.978 2.481 0.068
H 0.010 -0.678 2.609 0.104
H -1.706 -0.250 2.410 0.072
H 0.980 -1.238 -1.412 0.082
H -1.795 -0.116 -0.423 0.150
H -1.156 1.131 0.646 0.116
H -0.348 1.537 -1.738 0.129
H 1.865 0.485 0.154 0.097
H 2.110 1.659 -1.227 0.095
H 1.208 -0.091 -2.832 0.096
```



3.
ORCA calculation (wB97M-V/def2-TZVPD) on 10 unconnected molecules or ions with the total composition C35H49N11O2S.

Calculated values
DFT total energy: -68398.379 eV
SMILES: C=CCc1cnc2ccc(CCC(C)C)c(S(C)(=O)=O)c2n1.CC#N.CC#N.CC#N.CC#N.CC#N.CC#N.CC#N.CC#N.CC#N
Gap between HOMO and LUMO: 0.28397 Eh

```
98
Properties=species:S:1:pos:R:3:lowdin_charge:R:1
C 6.191 -3.108 0.711 -0.018
C 5.258 -3.974 0.083 -0.147
C 3.826 -4.339 0.696 -0.171
C 2.957 -3.077 1.159 -0.165
C 3.022 -2.588 2.635 -0.038
N 2.318 -1.493 3.218 0.074
C 1.478 -0.919 2.201 -0.172
C 0.561 0.296 2.659 0.021
C -0.439 1.026 1.745 -0.006
C -0.525 0.555 0.226 -0.102
C -1.574 1.332 -0.686 -0.185
C -2.934 0.525 -1.005 -0.173
C -3.070 -0.903 -0.285 -0.379
C -3.582 -0.807 1.256 -0.095
C -4.259 -1.711 -1.067 -0.109
C 0.391 -0.609 -0.290 -0.144
S 0.380 -1.165 -2.046 0.709
C -0.334 -2.884 -2.283 -0.133
O 1.824 -1.270 -2.539 -0.400
O -0.328 -0.242 -3.009 -0.391
C 1.370 -1.351 0.721 -0.132
N 2.141 -2.439 0.183 0.123
H 6.223 -2.953 1.839 0.065
H 6.932 -2.534 0.056 0.050
H 5.536 -4.477 -0.913 0.106
H 3.202 -4.865 -0.123 0.078
H 3.952 -5.075 1.564 0.114
H 3.727 -3.172 3.340 0.120
H 0.611 0.646 3.756 0.103
H -1.103 1.874 2.120 0.111
H -1.868 2.302 -0.128 0.070
H -1.128 1.695 -1.690 0.109
H -3.110 0.456 -2.142 0.106
H -3.807 1.177 -0.608 0.106
H -2.149 -1.574 -0.366 0.085
H -3.912 -1.863 1.585 0.065
H -4.503 -0.133 1.352 0.090
H -2.753 -0.438 1.950 0.039
H -4.130 -2.822 -0.755 0.073
H -4.116 -1.698 -2.207 0.079
H -5.304 -1.405 -0.722 0.082
H -1.264 -2.966 -1.624 0.049
H 0.472 -3.604 -1.901 0.069
H -0.570 -2.985 -3.393 0.087
C -1.734 5.868 -1.564 -0.108
C -2.644 4.726 -1.222 -0.229
N -3.360 3.823 -0.953 0.135
H -2.190 6.487 -2.334 0.016
H -1.554 6.478 -0.677 0.062
H -0.781 5.485 -1.932 0.075
C 7.736 0.639 -1.881 -0.072
C 8.251 0.402 -0.492 -0.257
N 8.663 0.222 0.609 0.106
H 7.473 -0.313 -2.346 0.076
H 6.850 1.275 -1.845 0.078
H 8.503 1.130 -2.482 0.076
C -4.694 -2.092 5.492 -0.060
C -3.517 -1.327 4.962 -0.239
N -2.589 -0.724 4.545 0.125
H -4.561 -3.158 5.300 0.076
H -4.786 -1.933 6.568 0.081
H -5.608 -1.753 5.002 0.080
C -2.529 9.498 -3.621 -0.056
C -2.014 9.283 -2.228 -0.250
N -1.606 9.113 -1.130 0.124
H -2.789 8.539 -4.072 0.070
H -3.417 10.132 -3.594 0.081
H -1.763 9.983 -4.229 0.070
C 0.604 -7.714 0.086 -0.068
C 2.035 -7.459 -0.282 -0.235
N 3.164 -7.258 -0.571 0.120
H 0.300 -7.034 0.884 0.042
H -0.038 -7.554 -0.782 0.079
H 0.485 -8.743 0.431 0.082
C -2.300 2.812 -5.322 -0.045
C -2.469 4.173 -4.715 -0.200
N -2.603 5.246 -4.234 0.130
H -2.908 2.730 -6.224 0.081
H -1.252 2.649 -5.581 0.084
H -2.613 2.047 -4.610 0.074
C 0.902 7.764 -4.047 -0.073
C 1.051 8.913 -5.000 -0.255
N 1.169 9.819 -5.752 0.110
H 0.675 8.139 -3.047 0.065
H 0.090 7.112 -4.376 0.065
H 1.828 7.188 -4.010 0.079
C 2.080 -1.791 6.624 -0.079
C 1.797 -2.826 7.673 -0.256
N 1.574 -3.642 8.499 0.100
H 2.049 -2.247 5.633 0.039
H 1.333 -0.997 6.674 0.075
H 3.069 -1.359 6.786 0.079
C -1.793 -4.187 2.369 -0.051
C -1.898 -5.685 2.322 -0.237
N -1.980 -6.866 2.286 0.116
H -2.577 -3.741 1.754 0.055
H -1.903 -3.839 3.397 0.073
H -0.819 -3.871 1.989 0.071
```